[1]
Computed, not measured: the molecule C5H4N2O, with wB97M-V/def2-TZVPD.

Cartesian coordinates (Å):
H1 -0.66377 2.64526 -1.09508
N1 -0.07564 2.76026 -0.16897
C1 0.44495 1.60809 0.08223
N2 1.10406 1.04014 1.19506
C2 0.87596 -0.19675 1.21707
C3 -0.06216 -0.68405 0.08924
C4 -0.52012 -1.95588 -0.20432
C5 -0.34558 0.41878 -0.65901
O1 -1.00635 0.52594 -1.60394
H2 1.49240 -0.87207 1.90940
H3 -1.05476 -2.30968 -1.12646
H4 -0.18900 -2.98003 0.36478

Calculated values
SMILES string	[H]/N=C1/N=CC(=C)C1=O
Kohn-Sham gap	8.31	eV
energy above the lowest of the compared OMol25 structures with the same formula, charge and spin	248.8	kJ/mol
lowest unoccupied orbital energy	-1.0	eV
energy	-10274.184	eV


[2]
Computed, not measured: a structure of composition C38H39Br5N9O9PSrTe, with wB97M-V/def2-TZVPD.

Cartesian coordinates (Å):
Sr1 -0.85012 -0.01233 -2.34948
O1 -2.37880 -0.05095 -0.69569
C1 -3.48370 -0.92649 -0.61278
C2 -4.12630 -0.88912 0.77331
C3 -3.11394 -1.14506 1.90394
C4 -2.61090 -2.55824 1.92376
C5 -3.01214 -3.48147 2.88850
C6 -2.46550 -4.75437 2.86546
C7 -1.57201 -5.08376 1.85888
C8 -1.26604 -4.11107 0.91648
N1 -1.75216 -2.88371 0.96178
H1 -2.67047 0.82930 -0.38186
H2 -3.09511 -1.91808 -0.83762
H3 -4.24389 -0.65392 -1.35866
H4 -4.93006 -1.62870 0.81700
H5 -4.55923 0.10346 0.92602
H6 -3.56978 -0.89074 2.86464
H7 -2.25386 -0.49937 1.72986
H8 -3.72263 -3.19737 3.65414
H9 -2.74650 -5.48510 3.61455
H10 -1.12230 -6.06544 1.80687
H11 -0.60132 -4.31433 0.08758
C9 0.89628 -3.76187 -2.37910
O2 1.06605 -2.90441 -1.26776
C10 2.12104 -3.06239 -0.47187
C11 2.99349 -4.14051 -0.49870
C12 4.03523 -4.18490 0.42069
Br1 5.22952 -5.67582 0.37988
C13 4.24533 -3.20509 1.35085
C14 3.38933 -2.08485 1.37451
C15 2.32524 -2.01546 0.45865
O3 1.48352 -0.98458 0.41070
C16 3.63986 -0.98691 2.27586
N2 2.96907 0.15507 2.29237
C17 3.58108 0.95411 3.22293
C18 3.32801 2.27426 3.58635
C19 4.12361 2.83591 4.56956
C20 5.14970 2.11761 5.18100
C21 5.43644 0.81148 4.81128
C22 4.64571 0.24931 3.82451
N3 4.65275 -0.97695 3.20758
H12 1.76295 -3.71215 -3.04403
H13 0.01287 -3.37597 -2.88423
H14 0.72624 -4.79847 -2.06716
H15 2.87641 -4.93110 -1.22257
H16 5.07478 -3.29195 2.03659
H17 1.82808 -0.29391 1.01842
H18 2.56006 2.85155 3.09076
H19 3.95226 3.86334 4.86271
H20 5.74423 2.59252 5.94977
H21 6.25054 0.26516 5.26806
H22 5.32515 -1.70739 3.35068
Br2 -5.00804 -4.55869 -5.87412
C23 -3.92088 -3.06954 -5.43421
C24 -3.81987 -1.99123 -6.28951
Br3 -4.77861 -1.98535 -7.92545
C25 -3.01605 -0.90042 -5.93375
Br4 -2.84725 0.59287 -7.09965
C26 -2.29451 -0.84007 -4.74025
O4 -1.57977 0.16504 -4.39246
C27 -2.36356 -1.99754 -3.86120
O5 -1.65927 -2.01216 -2.78001
C28 -3.19388 -3.05024 -4.23724
Br5 -3.28645 -4.51034 -3.01377
C29 -0.12338 1.46481 4.37868
N4 -1.13289 1.92847 3.46893
C30 -2.45708 2.27939 3.90477
C31 -3.21614 2.33509 2.54968
O6 -4.39069 2.60711 2.44720
N5 -2.33368 2.02927 1.56535
C32 -1.15752 1.77408 2.11299
N6 -0.09654 1.41161 1.41019
H23 -0.01000 2.18385 5.19282
H24 0.83535 1.36571 3.87562
H25 -0.38135 0.48821 4.80593
H26 -2.47747 3.25596 4.39601
H27 -2.89338 1.53098 4.57259
H28 -0.13045 1.43904 0.37296
H29 0.79667 1.27279 1.84672
C33 -0.12700 6.03802 0.07383
C34 0.15436 4.59179 -0.30392
O7 -0.31695 4.35888 -1.61001
P1 -1.08242 2.94657 -2.00061
O8 -0.24320 1.85847 -1.36405
Te1 -3.39246 3.04185 -1.67934
O9 -0.88139 3.01087 -3.57813
C35 0.40694 2.84931 -4.17184
C36 0.86578 4.15709 -4.78609
H30 0.34395 6.28799 1.02518
H31 -1.20226 6.18913 0.15429
H32 0.25932 6.69894 -0.70120
H33 -0.32872 3.91661 0.40943
H34 1.23314 4.39329 -0.28067
H35 0.30604 2.07875 -4.93848
H36 1.12447 2.50590 -3.42359
H37 0.15917 4.46626 -5.55545
H38 1.85408 4.02463 -5.22287
H39 0.91048 4.93080 -4.02130
N7 1.33988 -0.43368 -2.88419
C37 2.31342 0.21444 -2.93617
N8 3.45832 0.75378 -2.91735
C38 3.96507 1.85230 -3.36084
N9 4.53862 2.80050 -3.71040

Calculated values
charge	-2
Kohn-Sham gap	4.80	eV
energy above the lowest of the compared OMol25 structures with the same formula, charge and spin	418.3	kJ/mol
lowest unoccupied orbital energy	3.0	eV
energy	-439516.276	eV


[3]
Computed, not measured: a structure of composition C15H22N2O3S, with wB97M-V/def2-TZVPD.

Cartesian coordinates (Å):
C1 3.05267 1.68056 1.80136
C2 3.47441 2.08109 0.36825
C3 2.46529 2.97681 -0.36684
C4 2.16478 2.49978 -1.80244
C5 0.87970 1.65993 -1.96220
C6 0.53389 0.82624 -0.72829
C7 -0.32853 -0.39083 -0.96076
C8 -1.35630 -0.72228 -0.10558
C9 -1.65960 0.12160 1.10426
O1 -0.51542 0.12324 1.93330
O2 -0.74100 0.98422 3.04251
C10 -2.18352 -1.88691 -0.32733
C11 -3.26496 -2.28255 0.64176
C12 -2.63429 -2.89048 1.88384
O3 -3.64740 -3.11497 2.85538
C13 -1.98338 -2.68378 -1.41260
C14 -0.92948 -2.41514 -2.32039
N1 -0.58624 -3.10379 -3.39698
S1 0.70993 -2.34995 -4.01143
N2 0.85950 -1.16131 -2.97357
C15 -0.11332 -1.27419 -2.06232
H1 2.63980 0.67579 1.80298
H2 2.28145 2.33651 2.19105
H3 3.90624 1.65267 2.46757
H4 4.45126 2.55084 0.42650
H5 3.63069 1.15987 -0.18473
H6 2.91454 3.96228 -0.45860
H7 1.55915 3.11150 0.21394
H8 3.01938 1.96525 -2.20247
H9 2.05294 3.38497 -2.42570
H10 0.07250 2.36618 -2.14351
H11 0.98705 1.06075 -2.85347
H12 0.01605 1.47793 -0.04309
H13 1.41892 0.50000 -0.19029
H14 -1.89062 1.14493 0.77349
H15 -2.52051 -0.22918 1.66050
H16 -1.14298 1.78429 2.67165
H17 -3.89369 -1.44758 0.93522
H18 -3.88327 -3.05269 0.19703
H19 -1.89329 -2.19761 2.28928
H20 -2.09590 -3.80128 1.62489
H21 -3.22181 -3.52953 3.61021
H22 -2.60463 -3.55320 -1.56241

Calculated values
Kohn-Sham gap	8.32	eV
energy above the lowest of the compared OMol25 structures with the same formula, charge and spin	492.2	kJ/mol
lowest unoccupied orbital energy	-0.6	eV
energy	-35866.482	eV


[4]
Computed, not measured: the molecule C16H14BCl2N3O4, with wB97M-V/def2-TZVPD.

Cartesian coordinates (Å):
C1 1.83180 -2.31960 3.19983
C2 0.82448 -2.08902 2.11916
N1 0.84323 -2.83471 1.03686
C3 -0.14091 -2.33198 0.21774
C4 -0.58021 -2.72863 -1.06906
N2 0.07537 -3.78359 -1.85527
O1 -0.56495 -4.77545 -2.22575
O2 1.26219 -3.55932 -2.15814
C5 -1.57667 -1.97735 -1.67247
Cl1 -2.19437 -2.57277 -3.13331
C6 -2.11883 -0.81287 -1.08017
Cl2 -3.12750 0.29222 -1.94091
C7 -1.74532 -0.43850 0.17883
C8 -0.74254 -1.20803 0.83569
N3 -0.08446 -1.03389 2.05302
C9 -0.15281 0.19477 2.84258
C10 0.87711 1.22347 2.42238
C11 0.64230 1.69492 1.02416
C12 -0.44251 2.49181 0.70293
C13 -0.77211 2.77592 -0.58327
C14 0.04696 2.29275 -1.60997
B1 -0.15753 2.65648 -3.16528
O3 -1.25751 3.47966 -3.43975
O4 0.68943 2.12813 -4.14414
C15 1.14974 1.52870 -1.29855
C16 1.39512 1.17795 0.01166
H1 2.05342 -3.38623 3.37008
H2 1.46958 -1.90710 4.14711
H3 2.81251 -1.85500 2.97304
H4 -2.20066 0.43362 0.62660
H5 -0.10099 -0.07616 3.90651
H6 -1.15959 0.63040 2.71793
H7 0.87150 2.10945 3.06925
H8 1.87608 0.76290 2.47543
H9 -1.06643 2.80000 1.52173
H10 -1.52020 3.46190 -0.83738
H11 -1.56331 3.63063 -4.34659
H12 0.71545 2.45160 -5.06170
H13 1.68330 1.00663 -2.07434
H14 2.14979 0.46625 0.24352

Calculated values
SMILES string	Cc1nc2c([N+](=O)[O-])c(Cl)c(Cl)cc2n1CCc1ccc(B(O)O)cc1
Kohn-Sham gap	8.62	eV
lowest unoccupied orbital energy	-0.1	eV
energy	-55201.228	eV


[5]
Computed, not measured: a structure of composition C44H22F5IN5OSeTa, with wB97M-V/def2-TZVPD.

Cartesian coordinates (Å):
Ta1 -0.17405 -1.48243 1.58947
I1 -0.43163 -4.85399 2.32533
C1 1.19996 -5.02127 1.03916
C2 1.62210 -6.28377 0.65702
C3 2.66840 -6.40534 -0.24191
C4 3.25945 -5.26179 -0.75690
C5 2.84098 -3.99620 -0.36935
C6 3.46251 -2.80934 -0.97230
C7 3.21311 -1.57669 -0.54487
C8 2.27507 -1.33638 0.59345
C9 1.35796 -2.50745 0.94825
C10 1.79458 -3.84195 0.57186
H1 1.13400 -7.16308 1.05511
H2 3.00934 -7.38566 -0.54699
H3 4.06110 -5.34810 -1.48132
H4 4.15906 -2.97961 -1.78599
H5 3.69582 -0.71545 -0.99572
H6 2.87133 -1.01223 1.46410
Se1 -3.23301 5.89167 2.48179
N1 -3.48532 4.61737 1.26183
C11 -2.66040 3.64875 1.54593
C12 -2.53001 2.43713 0.74413
C13 -3.13449 2.28176 -0.50247
C14 -2.84802 1.15158 -1.23578
C15 -2.03452 0.17149 -0.67586
N2 -1.50460 0.27659 0.53609
C16 -1.69533 1.42285 1.20608
C17 -0.84219 1.62680 2.38038
N3 0.05357 0.66194 2.61403
C18 1.03176 0.90036 3.48444
C19 1.11804 2.07952 4.21090
C20 0.15404 3.04963 4.03036
C21 -0.83674 2.83473 3.07681
C22 -1.82065 3.84565 2.70576
N4 -1.97157 4.97294 3.34306
H7 -3.77813 3.06400 -0.88229
H8 -3.24530 1.00498 -2.22984
H9 -1.78907 -0.71723 -1.23930
H10 1.76551 0.11668 3.61644
H11 1.93519 2.21611 4.90414
H12 0.17041 3.98107 4.58017
O1 0.03325 -1.64408 5.94417
C23 0.08253 -1.72609 4.77017
N5 0.16287 -1.81503 3.58216
F1 -1.14861 -2.88095 -1.42654
C24 -2.16382 -2.95834 -0.54268
C25 -2.00733 -2.44094 0.72874
C26 -3.11015 -2.55142 1.54962
F2 -3.00359 -2.09397 2.82300
C27 -4.30622 -3.12389 1.16903
F3 -5.34342 -3.20160 2.00547
C28 -4.41432 -3.63299 -0.11504
F4 -5.55401 -4.19152 -0.51685
C29 -3.33576 -3.55067 -0.97936
F5 -3.44513 -4.03479 -2.21834
C30 1.16502 -0.33678 0.33764
C31 1.12700 0.57591 -0.57204
C32 1.11575 1.49978 -1.51644
C33 0.65137 1.14553 -2.88391
C34 0.61960 -0.19111 -3.29397
C35 0.11313 -0.53904 -4.53455
C36 -0.36572 0.43958 -5.39749
C37 -0.33044 1.76871 -5.00536
C38 0.17301 2.12040 -3.75981
C39 1.54800 2.89558 -1.21942
C40 1.01721 3.60553 -0.14646
C41 1.45471 4.88745 0.15538
C42 2.42982 5.48789 -0.62714
C43 2.95570 4.79762 -1.71125
C44 2.51815 3.51599 -2.00687
H13 0.99835 -0.95695 -2.62648
H14 0.09703 -1.58005 -4.83244
H15 -0.75933 0.16615 -6.36804
H16 -0.69827 2.54020 -5.67061
H17 0.18856 3.16137 -3.46215
H18 0.24341 3.13663 0.44585
H19 1.02760 5.42001 0.99692
H20 2.77577 6.48773 -0.39878
H21 3.71552 5.26032 -2.32858
H22 2.93449 2.98221 -2.85276

Calculated values
Kohn-Sham gap	5.34	eV
energy above the lowest of the compared OMol25 structures with the same formula, charge and spin	29.6	kJ/mol
lowest unoccupied orbital energy	-1.4	eV
energy	-144067.245	eV


[6]
Computed, not measured: a cluster of 6 separate species, C7H26N4O6 in total, with wB97M-V/def2-TZVPD.

Cartesian coordinates (Å):
N1 0.14332 -1.61926 -0.44820
C1 -1.10733 -1.32997 -0.40916
N2 -1.55059 -0.99285 -1.58150
O1 -1.82639 -1.28352 0.75922
H1 0.66063 -1.92284 0.44049
H2 0.66999 -1.51348 -1.34554
H3 -2.58574 -0.92241 -1.55434
H4 -1.09076 -0.98247 -2.48806
N3 1.73314 -1.48333 -2.64475
C2 0.95799 -0.80494 -3.50536
N4 -0.04541 -1.44461 -3.98380
O2 1.04791 0.52781 -3.76412
H5 2.46782 -0.90276 -2.34541
H6 1.97740 -2.45141 -2.83026
H7 -0.78227 -0.96798 -4.53702
H8 -0.02391 -2.44631 -3.95343
C3 -1.47485 0.37848 4.35803
C4 -0.28000 1.28799 4.36528
O3 -0.42588 2.10143 3.20202
H9 -2.36162 1.01716 4.22531
H10 -1.50555 -0.11388 5.30785
H11 -1.39674 -0.28621 3.53327
H12 0.55997 0.69023 4.33465
H13 -0.22977 1.78533 5.32008
H14 -0.04966 1.59513 2.46228
C5 0.86088 1.84531 -0.16409
O4 0.42413 1.02054 0.86726
H15 1.94378 1.90938 -0.17639
H16 0.40131 2.79417 -0.01446
H17 0.43790 1.44001 -1.09442
H18 0.47091 0.13933 0.48915
C6 2.31484 -0.87600 2.20019
O5 2.07320 -2.16676 1.73215
H19 2.71601 -0.13657 1.49026
H20 3.06804 -0.94504 2.95510
H21 1.48858 -0.44243 2.79060
H22 2.28424 -2.76717 2.50043
C7 -2.00487 1.84786 -3.06544
O6 -2.35720 1.67236 -1.67503
H23 -1.00153 2.03275 -3.17004
H24 -2.40574 2.73188 -3.48324
H25 -2.36006 1.02898 -3.68423
H26 -1.83614 0.95608 -1.41533

Calculated values
SMILES string	NC(N)=O.NC(N)=O.CCO.CO.CO.CO
Kohn-Sham gap	8.65	eV
energy above the lowest of the compared OMol25 structures with the same formula, charge and spin	128.2	kJ/mol
lowest unoccupied orbital energy	-0.3	eV
energy	-25923.261	eV